Version a
One molecule with the formula C3H6O2, computed with ωB97M-V/def2-TZVPD.

```
11
Properties=species:S:1:pos:R:3
C -1.5328 -0.0418 -0.1452
C -0.1506 0.0446 0.4554
O 0.0203 0.2673 1.6377
C 1.0742 -0.1418 -0.4277
O 2.2040 0.4049 0.1803
H -2.0883 -0.8700 0.3066
H -1.5155 -0.1602 -1.2321
H -2.0635 0.8824 0.1095
H 0.9079 0.3173 -1.4119
H 1.1853 -1.2319 -0.5865
H 1.9589 0.5292 1.1139
```

Values from the calculation:
Highest occupied orbital energy (Ha): -0.3748
Charge: 0
Kohn-Sham gap (eV): 11.1
Multiplicity: 1

---

Version b
One molecule with the formula C3H6O2, computed with ωB97M-V/def2-TZVPD.

```
11
Properties=species:S:1:pos:R:3
O -1.7268 0.2999 -0.6522
C -0.6368 -0.0769 -0.9773
O -0.4834 -0.9698 -2.0252
C 0.5968 0.1313 -0.1237
C 0.3310 0.4056 1.3828
H -1.3505 -1.4081 -1.9637
H 1.1138 -0.8420 -0.0969
H 1.2334 0.9459 -0.5817
H 0.0331 1.4579 1.4758
H -0.4500 -0.2455 1.7806
H 1.3394 0.3018 1.7814
```

Values from the calculation:
Highest occupied orbital energy (Ha): -0.3892
Charge: 0
Kohn-Sham gap (eV): 11.4
Multiplicity: 1

---

Version c
One molecule with the formula C3H6O2, computed with ωB97M-V/def2-TZVPD.

```
11
Properties=species:S:1:pos:R:3
C 0.6590 0.0502 0.4620
C -0.0832 1.0159 -0.4467
C -0.7971 -0.0042 0.4384
H 1.9422 -0.8741 -0.7023
H 1.1967 0.4819 1.2607
H 0.0117 2.1006 -0.2026
H -0.3776 0.6503 -1.4748
H -1.2648 0.3021 1.3908
H -0.9996 -1.6891 -0.5992
O 1.2943 -1.0741 -0.0521
O -1.5815 -0.9596 -0.0742
```

Values from the calculation:
Highest occupied orbital energy (Ha): -0.3418
Charge: 0
Kohn-Sham gap (eV): 10.1
Multiplicity: 1

---

Version d
One molecule with the formula C3H6O2, computed with ωB97M-V/def2-TZVPD.

```
11
Properties=species:S:1:pos:R:3
O 0.6769 0.2144 -1.9865
C 0.7334 -0.3048 -0.8755
O 1.4318 -1.5139 -0.7678
C 0.2518 0.0120 0.4327
C -1.0854 0.7318 0.6580
H 1.7287 -1.7710 -1.7194
H 0.9299 0.7065 0.8924
H 0.0074 -0.8474 1.0733
H -1.4648 0.8582 1.7433
H -2.1097 0.2325 0.2026
H -1.1001 1.6819 0.3469
```

Values from the calculation:
Highest occupied orbital energy (Ha): -0.3907
Charge: 0
Kohn-Sham gap (eV): 11.4
Multiplicity: 1

---

Last place for stability: version c

---

Version a
One molecule with the formula C3H6O2, computed with ωB97M-V/def2-TZVPD.

```
11
Properties=species:S:1:pos:R:3
C 0.8803 0.5466 -1.2477
C 0.3250 -0.0038 -0.1523
C 0.2090 0.4709 1.2720
O -1.5500 -1.2650 0.0513
O -0.2126 -1.3316 -0.3715
H 0.7969 0.0116 -2.2458
H 1.2971 1.4929 -1.1166
H -0.6016 -0.2541 1.5615
H 1.0508 0.1447 1.7236
H -0.1969 1.4559 1.3520
H -1.9981 -1.2682 -0.8266
```

Values from the calculation:
Highest occupied orbital energy (Ha): -0.3502
Charge: 0
Kohn-Sham gap (eV): 10.5
Multiplicity: 1

---

Version b
One molecule with the formula C3H6O2, computed with ωB97M-V/def2-TZVPD.

```
11
Properties=species:S:1:pos:R:3
C 1.0985 0.5890 -0.2220
C 0.3929 -0.5992 0.3741
C -1.7464 -0.1082 -0.1315
H 0.5517 1.5961 0.0505
H 2.1502 0.6431 0.0990
H 1.2070 0.4730 -1.4501
H 1.1365 -1.3905 0.1710
H 0.2811 -0.7211 1.5260
H -2.7801 -0.4722 -0.3408
O -0.7833 -1.0006 -0.2746
O -1.5080 0.9906 0.1984
```

Values from the calculation:
Highest occupied orbital energy (Ha): -0.3842
Charge: 0
Kohn-Sham gap (eV): 11.5
Multiplicity: 1

---

Version c
One molecule with the formula C3H6O2, computed with ωB97M-V/def2-TZVPD.

```
11
Properties=species:S:1:pos:R:3
O 1.3955 1.0081 -0.9008
C 1.0260 -0.2836 -0.6940
C 0.2689 -0.7519 0.3125
C -0.7836 0.1479 0.8966
O -1.6545 0.1275 -0.2362
H 0.9876 1.5852 -0.2383
H -0.9319 -0.0471 -0.9145
H 1.4156 -0.9252 -1.4766
H -0.0207 -1.7995 0.3093
H -0.4461 1.1746 1.1303
H -1.2569 -0.2361 1.8118
```

Values from the calculation:
Highest occupied orbital energy (Ha): -0.3356
Charge: 0
Kohn-Sham gap (eV): 9.9
Multiplicity: 1

---

Last place for stability: version a

---

Version a
A 2-piece molecular cluster, C3H6O2 overall, computed with ωB97M-V/def2-TZVPD.

```
11
Properties=species:S:1:pos:R:3
C 0.3391 -1.0821 -0.2011
C -0.4273 -0.1558 -0.7137
C -1.1225 0.6126 -1.4994
O 0.0816 0.7583 2.4558
O 1.6732 -0.8447 -0.0844
H 1.9036 -0.1020 -0.6732
H 0.8432 0.1561 2.4314
H -0.0071 -1.9320 0.3701
H -0.4094 0.7184 1.5840
H -0.8306 0.8099 -2.5252
H -2.0438 1.0615 -1.1444
```

Values from the calculation:
Highest occupied orbital energy (Ha): -0.3253
Charge: 0
Kohn-Sham gap (eV): 9.3
Multiplicity: 1

---

Version b
A 2-piece molecular cluster, C3H6O2 overall, computed with ωB97M-V/def2-TZVPD.

```
11
Properties=species:S:1:pos:R:3
O 1.3040 -0.8658 0.5907
C 0.1903 -0.0850 0.8695
C -0.0205 1.2946 0.2150
O -1.3877 0.8629 -0.0324
C -1.2205 -0.4076 0.3179
H 1.2479 -1.1686 -0.3249
H 0.1073 -0.0125 1.9608
H 0.0218 2.2056 0.8187
H 0.5006 1.4336 -0.7357
H -0.6286 -1.6167 -1.5678
H -0.1145 -1.6406 -2.1118
```

Values from the calculation:
Highest occupied orbital energy (Ha): -0.3260
Charge: 0
Kohn-Sham gap (eV): 9.4
Multiplicity: 1

---

Last place for stability: version b